# 1
Here is C16H11N3O6 in the gas phase from the OMol25 dataset. Energies are from ωB97M-V/def2-TZVPD.

The value obtained for the HOMO energy is -0.3165 Eh. The orbital gap comes out at 7.60 eV. As for the net charge: 0. The total energy comes out at -1231.9280 hartree.

XYZ file:
```
36
C16H11N3O6 (ωB97M-V/def2-TZVPD)
O -3.181 -1.760 1.045
C -2.786 -0.910 0.275
N -1.496 -0.773 -0.166
C -0.366 -1.492 0.208
C -0.386 -2.460 1.209
C 0.777 -3.133 1.532
C 1.968 -2.846 0.890
C 1.995 -1.869 -0.098
N 3.213 -1.591 -0.751
C 3.782 -0.409 -1.080
O 4.786 -0.348 -1.763
C 3.179 0.838 -0.544
C 3.475 2.128 -0.938
C 2.718 2.976 -0.117
C 2.022 2.138 0.725
N 1.065 2.429 1.729
O 0.856 3.605 1.951
O 0.518 1.495 2.273
O 2.305 0.851 0.470
C 0.825 -1.217 -0.460
C -3.686 0.098 -0.305
C -5.031 0.281 -0.104
C -5.399 1.394 -0.889
C -4.259 1.809 -1.509
O -3.218 1.038 -1.167
H -1.338 -0.033 -0.836
H -1.309 -2.676 1.719
H 0.756 -3.886 2.304
H 2.877 -3.364 1.156
H 3.775 -2.395 -1.007
H 4.152 2.400 -1.720
H 2.674 4.045 -0.124
H 0.839 -0.491 -1.261
H -5.656 -0.314 0.528
H -6.374 1.827 -0.980
H -4.068 2.614 -2.192
```

# 2
Here is a molecular structure, C16H11N3PdS3 from the OMol25 dataset. Energies are from ωB97M-V/def2-TZVPD.

The value obtained for the HOMO energy is -0.2666 Eh. For the energy above the lowest of the compared OMol25 structures with the same formula, charge and spin, the calculation gives 0.000 eV. The orbital gap comes out at 6.55 eV. As for the net charge: 0. The total energy comes out at -2103.0443 hartree.

XYZ file:
```
34
C16H11N3PdS3 (ωB97M-V/def2-TZVPD)
Pd -0.493 0.435 0.313
C -3.014 -2.977 -1.016
C -3.360 -3.560 0.195
C -2.617 -3.260 1.322
C -1.570 -2.349 1.217
N -1.231 -1.796 0.035
C -1.929 -2.115 -1.048
C -0.774 -1.893 2.367
C -0.806 -2.437 3.655
C 0.030 -1.892 4.617
C 0.925 -0.887 4.282
C 0.902 -0.392 2.974
N 0.028 -0.867 2.091
C 1.782 0.655 2.433
C 2.625 1.433 3.222
C 3.352 2.447 2.629
C 3.251 2.637 1.257
C 2.425 1.792 0.533
N 1.700 0.834 1.099
H -3.564 -3.196 -1.918
H -4.191 -4.243 0.263
H -2.855 -3.714 2.271
H -1.607 -1.659 -1.978
H -1.469 -3.254 3.899
H -0.010 -2.258 5.632
H 1.613 -0.496 5.014
H 2.699 1.254 4.284
H 3.991 3.075 3.229
H 3.812 3.412 0.759
H 2.337 1.887 -0.544
S -2.440 3.598 -2.222
C -1.908 2.540 -1.067
S -0.544 2.850 -0.062
S -2.619 1.004 -0.775
```

# 3
Here is a molecular structure, C16H12AsN3O6S2Tc from the OMol25 dataset. Energies are from ωB97M-V/def2-TZVPD.

The value obtained for the HOMO energy (alpha / beta) is -0.5475 / -0.5495 Eh. For the energy above the lowest of the compared OMol25 structures with the same formula, charge and spin, the calculation gives 0.000 eV. The orbital gap (alpha / beta) comes out at 6.97 / 6.94 eV. Its spin multiplicity is 2. As for the net charge: +2. The total energy comes out at -4345.0428 hartree.

XYZ file:
```
41
C16H12AsN3O6S2Tc (ωB97M-V/def2-TZVPD)
Tc -0.828 0.053 -0.647
N 1.022 -2.835 -2.885
C 2.048 -2.846 -1.936
C 3.223 -3.584 -1.857
C 4.019 -3.334 -0.760
C 3.661 -2.391 0.220
C 2.493 -1.664 0.138
C 1.686 -1.908 -0.968
N 0.457 -1.365 -1.343
C 0.110 -1.949 -2.493
C -1.130 -1.504 -3.118
C -1.803 -1.844 -4.239
S -3.222 -0.888 -4.388
C -2.864 -0.078 -2.963
N -1.747 -0.489 -2.392
H 0.992 -3.391 -3.726
H 3.499 -4.312 -2.607
H 4.945 -3.879 -0.646
H 4.323 -2.237 1.061
H 2.218 -0.942 0.895
H -1.557 -2.588 -4.980
H -3.481 0.707 -2.546
O -3.624 0.826 1.582
As -2.139 0.372 2.336
O -2.216 -0.620 3.585
O -1.369 -0.567 0.904
C -1.044 1.928 2.586
C -0.815 2.137 3.937
C -0.125 3.271 4.368
C 0.338 4.199 3.456
C 0.139 3.994 2.093
C -0.542 2.868 1.665
S -0.644 2.651 -0.060
O -0.407 3.842 -0.769
O -1.884 1.860 -0.361
O 0.405 1.510 -0.401
H -4.363 0.368 2.017
H -1.183 1.417 4.658
H 0.035 3.420 5.427
H 0.860 5.084 3.790
H 0.511 4.705 1.368
```

# 4
Here is a molecular structure, C16H12BN2O4S2Ti from the OMol25 dataset. Energies are from ωB97M-V/def2-TZVPD.

The value obtained for the HOMO energy (alpha / beta) is -0.2672 / -0.2844 Eh. The orbital gap (alpha / beta) comes out at 7.48 / 7.95 eV. Its spin multiplicity is 2. As for the net charge: 0. The total energy comes out at -2698.1068 hartree.

XYZ file:
```
38
C16H12BN2O4S2Ti (ωB97M-V/def2-TZVPD)
Ti 0.199 0.183 0.440
O 1.746 0.218 -0.715
N 2.819 -0.557 -0.540
C 3.904 -0.249 -1.276
C 5.014 -1.041 -1.247
C 4.987 -2.182 -0.436
C 3.882 -2.457 0.314
C 2.742 -1.619 0.283
S 1.318 -1.864 1.212
H 3.797 0.648 -1.866
H 5.873 -0.773 -1.842
H 5.843 -2.844 -0.401
H 3.837 -3.322 0.960
O 0.975 1.583 1.460
N 0.415 2.732 0.989
C 1.241 3.636 0.413
C 0.770 4.842 0.011
C -0.595 5.120 0.229
C -1.408 4.194 0.803
C -0.929 2.913 1.197
S -1.833 1.646 1.843
H 2.265 3.308 0.325
H 1.439 5.552 -0.449
H -1.003 6.079 -0.069
H -2.457 4.388 0.971
O -1.463 -0.995 0.302
B -1.402 -0.255 -0.944
O -2.450 -0.690 -1.740
C -3.141 -1.643 -1.013
C -4.256 -2.345 -1.395
C -4.775 -3.252 -0.468
C -4.188 -3.428 0.780
C -3.049 -2.707 1.152
C -2.561 -1.829 0.221
H -4.707 -2.196 -2.367
H -5.654 -3.828 -0.727
H -4.619 -4.136 1.476
H -2.576 -2.829 2.116
```

# 5
Here is a molecular structure, C16H12Br2N3OPdSSbSe4 from the OMol25 dataset. Energies are from ωB97M-V/def2-TZVPD.

The value obtained for the HOMO energy (alpha / beta) is -0.0622 / -0.0623 Eh. For the energy above the lowest of the compared OMol25 structures with the same formula, charge and spin, the calculation gives 0.000 eV. The orbital gap (alpha / beta) comes out at 4.81 / 4.81 eV. As for the net charge: -2. The total energy comes out at -16376.6788 hartree.

XYZ file:
```
41
C16H12Br2N3OPdSSbSe4 (ωB97M-V/def2-TZVPD)
Pd -0.099 0.444 0.214
C 1.630 -0.275 -2.518
C 2.407 -0.341 -1.247
C 3.744 -0.794 -1.285
C 4.498 -0.839 -0.155
C 3.975 -0.348 1.061
C 4.704 -0.234 2.265
Br 6.507 -0.850 2.378
C 4.147 0.351 3.369
C 2.850 0.853 3.314
Br 2.144 1.728 4.849
C 2.027 0.782 2.174
O 0.862 1.282 2.110
C 2.638 0.105 1.040
N 1.872 0.021 -0.093
H 2.280 0.061 -3.329
H 0.772 0.386 -2.430
H 1.280 -1.277 -2.797
H 4.138 -1.128 -2.236
H 5.514 -1.212 -0.181
H 4.716 0.445 4.283
Se -3.150 -3.847 -2.208
Sb -1.621 -2.205 -3.164
Se -0.881 -1.677 -0.663
Se -2.569 -0.253 -4.281
Se 0.225 -3.110 -4.442
N -3.494 3.979 -3.611
C -3.049 4.403 -2.425
S -2.837 6.036 -2.157
C -2.765 3.355 -1.423
C -3.085 2.028 -1.669
C -2.716 1.051 -0.766
N -2.080 1.316 0.380
C -1.802 2.612 0.637
C -2.123 3.643 -0.218
H -3.616 4.664 -4.336
H -3.473 3.001 -3.866
H -3.548 1.657 -2.572
H -2.910 0.005 -0.974
H -1.257 2.779 1.559
H -1.842 4.662 0.009
```

# 6
Here is C16H12Cl2O in the gas phase from the OMol25 dataset. Energies are from ωB97M-V/def2-TZVPD.

The value obtained for the HOMO energy is -0.3333 Eh. The orbital gap comes out at 9.71 eV. As for the net charge: 0. The total energy comes out at -1612.4582 hartree.

XYZ file:
```
31
C16H12Cl2O (ωB97M-V/def2-TZVPD)
C 2.190 2.793 0.343
C 1.622 1.948 0.986
C 1.003 0.958 1.899
C 0.028 -0.019 1.191
O -0.664 -0.745 2.200
C -1.091 0.582 0.356
C -1.647 1.852 0.688
C -2.695 2.426 -0.051
C -3.231 1.730 -1.151
Cl -4.494 2.314 -2.203
C -2.723 0.469 -1.484
C -1.679 -0.111 -0.715
C 0.821 -0.988 0.342
C 0.987 -2.344 0.739
C 1.672 -3.234 -0.092
C 2.245 -2.843 -1.299
Cl 3.154 -3.984 -2.262
C 2.108 -1.501 -1.704
C 1.410 -0.597 -0.881
H 2.613 3.588 -0.231
H 0.447 1.534 2.634
H 1.860 0.430 2.393
H -1.400 -1.225 1.798
H -1.211 2.429 1.479
H -3.067 3.405 0.243
H -3.162 -0.054 -2.324
H -1.366 -1.125 -0.935
H 0.548 -2.739 1.662
H 1.780 -4.259 0.269
H 2.561 -1.124 -2.633
H 1.380 0.432 -1.255
```

Q: What is the net charge in the fourth record?
A: 0

Q: Number 1 is which compound?
A: C16H11N3O6